Molecular formula: CH5N3S
Method: DFT, the ωB97M-V functional and the def2-TZVPD basis

- largest force on an atom (eV Å⁻¹) = 5.28
- HOMO (eV) = -8.2255
- ΔE to the lowest compared entry with this formula, charge and spin (kcal per mole) = 49.05
- orbital gap (eV) = 8.33
- SMILES = [H]/N=N/[H].NC=S

The geometry in XYZ format:
```
10
Properties=species:S:1:pos:R:3:forces:R:3
H -2.303614 0.801282 -0.877309 -0.943 -0.346 0.202
N -2.886012 0.159304 -0.276764 0.773 -0.251 0.666
N -2.076664 -0.176559 0.595816 1.330 0.130 0.056
H -2.345540 -0.855041 1.346939 -1.159 0.491 -1.014
N 1.099462 0.109876 -0.526432 -4.870 0.858 -1.865
C 1.994785 -0.014177 0.418583 1.608 -0.922 -2.465
S 3.540663 -0.058212 -0.092572 1.356 0.273 0.795
H 0.060679 0.126803 -0.400741 1.382 -0.250 0.935
H 1.253606 0.289900 -1.525476 1.144 -0.115 1.048
H 1.662638 -0.383178 1.337957 -0.621 0.133 1.643
```
Forces are in eV/Å.

Molecular formula: CH5N3S
Method: DFT, the ωB97M-V functional and the def2-TZVPD basis

- largest force on an atom (eV Å⁻¹) = 3.43
- HOMO (eV) = -8.1280
- ΔE to the lowest compared entry with this formula, charge and spin (kcal per mole) = 14.13
- orbital gap (eV) = 8.84
- SMILES = [H]/N=C(\N)NS

The geometry in XYZ format:
```
10
Properties=species:S:1:pos:R:3:forces:R:3
H -0.949524 1.956044 -0.070667 0.565 -1.259 0.098
N -0.106285 1.355789 -0.056006 0.696 1.006 -0.288
C -0.200413 0.092545 -0.071310 -1.214 0.361 -0.184
N -1.434661 -0.582401 -0.126581 0.631 -1.928 0.473
N 0.949129 -0.722823 -0.077605 -2.629 2.194 0.172
S 2.482325 -0.053077 -0.102358 1.899 -0.559 -0.545
H -2.328066 -0.187265 -0.337274 0.313 1.009 -0.118
H -1.574868 -1.367566 0.497908 0.379 0.032 -0.200
H 0.820606 -1.695513 0.027760 0.232 -0.838 0.220
H 2.341760 1.204265 0.316135 -0.872 -0.018 0.373
```
Forces are in eV/Å.

Molecular formula: CH5N3S
Method: DFT, the ωB97M-V functional and the def2-TZVPD basis

- largest force on an atom (eV Å⁻¹) = 4.01
- HOMO (eV) = -8.5977
- ΔE to the lowest compared entry with this formula, charge and spin (kcal per mole) = 50.50
- orbital gap (eV) = 9.18
- SMILES = NNNC=S

The geometry in XYZ format:
```
10
Properties=species:S:1:pos:R:3:forces:R:3
N -1.267336 -0.117850 0.128981 0.106 -0.119 2.574
N 0.025304 -0.185477 0.678522 -0.670 -0.121 -1.780
N 0.990681 0.387556 -0.153142 0.056 -2.965 0.697
C 1.892461 -0.526998 -0.655135 -0.865 3.851 -0.701
S 2.997887 -0.059612 -1.691368 1.842 0.200 -0.990
H -1.615945 0.723377 -0.255686 0.306 1.395 -0.123
H -1.390480 -0.826641 -0.520169 -0.083 -1.614 -1.189
H 0.148203 0.087839 1.622946 -0.644 0.485 0.770
H 1.273549 1.292731 0.080586 0.686 1.617 -0.130
H 1.654769 -1.499875 -0.482747 -0.734 -2.729 0.871
```
Forces are in eV/Å.